## i
{"formula": "C4H13N3O", "method": "the ωB97M-V functional and the def2-TZVPD basis", "homo_lumo_gap_ev": 3.89, "lumo_energy_ha": -0.09624, "mol_weight_g_mol": 119.17, "multiplicity": 1, "species": ["C", "C", "C", "N", "C", "N", "N", "H", "H", "H", "H", "H", "H", "H", "H", "H", "H", "H", "H", "H", "O"], "coordinates": [[-1.825, -0.763, -0.744], [-0.362, -1.002, -0.395], [0.114, 0.126, 0.529], [3.392, 0.298, -0.323], [2.361, -0.624, -0.164], [1.459, -0.331, 0.926], [-2.057, 0.603, -1.102], [-2.186, -1.369, -1.582], [-2.398, -1.132, 0.117], [0.333, -0.791, -1.238], [-0.079, -1.996, -0.045], [0.320, 1.111, 0.090], [-0.598, 0.212, 1.355], [2.965, 1.060, -0.846], [4.075, -0.111, -0.953], [2.793, -1.568, 0.168], [-2.332, 1.103, 0.186], [-2.646, 0.653, -1.921], [1.825, 0.357, 1.583], [-3.233, 1.872, 1.509], [-2.534, 1.269, 1.256]]}



## ii
{"formula": "C4H13N3O", "method": "the ωB97M-V functional and the def2-TZVPD basis", "homo_lumo_gap_ev": [8.64, 8.64], "lumo_energy_ha": [0.02324, 0.02324], "mol_weight_g_mol": 119.17, "multiplicity": 1, "species": ["C", "C", "C", "O", "N", "H", "H", "H", "H", "H", "H", "H", "C", "N", "N", "H", "H", "H", "H", "H", "H"], "coordinates": [[1.594, -1.106, -0.738], [1.322, 1.411, -0.506], [1.272, 0.063, 0.184], [1.565, -2.334, -0.055], [1.753, -0.114, 1.430], [1.853, -2.132, 0.850], [1.742, 0.750, 1.971], [0.861, -1.153, -1.547], [2.588, -0.925, -1.176], [1.024, 2.204, 0.181], [2.336, 1.620, -0.846], [0.660, 1.424, -1.370], [-3.026, 0.315, 0.056], [-1.898, -0.480, -0.381], [-0.452, -0.228, 0.632], [-1.578, -0.144, -1.289], [-0.741, 0.474, 1.305], [-0.832, -1.183, 0.785], [-2.827, 1.396, 0.126], [-3.360, -0.042, 1.035], [-3.856, 0.183, -0.646]]}



Top of the stability list: ii, leading by 54.3 kcal/mol.